Entry 1:
Molecular formula: C2H7N
Method: DFT, ωB97M-V/def2-TZVPD

Structure (XYZ):
```
10
Properties=species:S:1:pos:R:3:forces:R:3:nbo_charge:R:1
C -1.223018 -0.097634 -0.050841 0.027 -2.053 1.115 -0.41
N -0.047336 0.674867 -0.209911 2.548 2.001 1.806 -0.62
C 1.205982 -0.098549 -0.057579 -0.587 -0.591 -0.243 -0.42
H -1.178640 -0.877875 0.816729 0.009 1.014 -1.309 0.15
H -1.390810 -0.614913 -0.997138 -0.157 -0.346 0.158 0.19
H -2.082329 0.496467 0.140965 -0.686 0.736 0.093 0.20
H 0.075059 1.474498 0.479113 -0.904 -1.380 -1.118 0.35
H 2.073724 0.548699 -0.111444 0.009 0.238 -0.195 0.20
H 1.240317 -0.807181 -0.890054 0.235 -0.023 0.066 0.19
H 1.327048 -0.698382 0.880160 -0.493 0.402 -0.372 0.16
```
Positions in Å, forces in eV/Å.

Entry 2:
Molecular formula: C15H23
Method: DFT, ωB97M-V/def2-TZVPD

Structure (XYZ):
```
38
Properties=species:S:1:pos:R:3:forces:R:3:nbo_charge:R:1
C -3.084760 2.247196 -0.953516 0.146 -0.158 0.092 -0.67
C -2.993412 1.292063 0.180134 0.332 -0.339 -0.161 0.12
C -3.847322 1.488896 1.379375 0.220 -0.159 -0.062 -0.67
C -2.056320 0.126319 0.119947 -0.266 0.178 -0.253 -0.46
C -0.872845 0.276325 1.077955 0.264 -0.237 0.221 -0.38
C 0.123659 -0.942958 1.127770 0.058 0.244 0.309 -0.09
C 1.526266 -0.508561 0.597052 -0.606 -0.467 -0.327 -0.38
C 1.485820 -0.898732 -0.897276 0.395 0.364 -0.361 -0.27
C 0.449594 -1.997558 -0.966935 0.241 0.033 0.807 -0.19
C -0.278357 -2.042512 0.143986 0.733 0.377 0.005 -0.17
C 2.863129 -1.292601 -1.458611 -0.412 0.032 -0.216 -0.36
C 3.914325 -0.178133 -1.309137 0.737 -1.386 0.956 -0.50
C 3.590617 1.022371 -1.989074 -0.965 2.424 -1.492 -0.01
C 3.261951 2.030374 -2.576444 0.274 -0.993 0.557 -0.25
C 0.234634 -1.468514 2.566838 -0.118 0.101 -0.239 -0.60
H -2.386390 1.987867 -1.752125 -0.049 0.025 0.038 0.21
H -4.091586 2.251328 -1.377908 -0.152 0.159 -0.096 0.21
H -2.855787 3.264924 -0.628669 -0.087 0.206 -0.045 0.21
H -3.669559 0.708435 2.122565 -0.039 0.041 0.000 0.21
H -3.644238 2.452620 1.852358 -0.125 0.138 0.105 0.21
H -4.906497 1.461285 1.113559 -0.183 0.103 0.047 0.21
H -2.611563 -0.791350 0.349890 0.056 -0.079 0.149 0.20
H -1.693513 -0.007584 -0.906568 0.013 0.063 0.163 0.21
H -0.321046 1.186768 0.819225 -0.052 -0.096 -0.094 0.20
H -1.254106 0.462024 2.087984 -0.045 -0.092 -0.043 0.20
H 1.741974 0.550607 0.768701 -0.131 -0.117 -0.063 0.21
H 2.312383 -1.077604 1.102369 -0.042 -0.151 -0.008 0.20
H 1.102534 -0.038687 -1.470584 0.201 -0.077 -0.035 0.22
H 0.355772 -2.684074 -1.791116 -0.016 -0.030 -0.270 0.21
H -1.047272 -2.767914 0.344398 -0.274 -0.057 0.081 0.21
H 3.200460 -2.204900 -0.954140 0.088 0.167 0.083 0.21
H 2.760874 -1.554070 -2.519380 0.035 0.092 0.096 0.21
H 4.056740 0.055232 -0.244006 -0.038 -0.112 -0.128 0.23
H 4.895445 -0.528579 -1.663507 -0.233 -0.045 0.067 0.24
H 2.953031 2.909462 -3.097522 0.112 -0.130 0.099 0.24
H 0.599295 -0.685560 3.232330 0.014 0.076 0.030 0.21
H -0.736506 -1.793162 2.937530 -0.119 -0.038 0.054 0.20
H 0.922565 -2.311054 2.632537 0.035 -0.060 -0.063 0.21
```
Positions in Å, forces in eV/Å.

Summary:
- 2S+1: 2
- <S²>: 0.75

Entry 3:
Molecular formula: C2H5N3O3
Method: DFT, ωB97M-V/def2-TZVPD

Structure (XYZ):
```
13
Properties=species:S:1:pos:R:3:forces:R:3:nbo_charge:R:1
C 0.772616 -0.828894 1.337620 -1.081 -0.562 -1.159 -0.45
N 1.378057 0.002709 0.265207 -0.864 -0.437 0.697 -0.36
C 0.964161 1.371256 0.262708 1.288 -1.298 -1.038 0.78
N 1.071576 1.906155 -0.945387 -0.651 1.477 -0.811 -0.79
O 0.581100 1.856271 1.277771 -0.760 1.109 0.959 -0.59
N 2.522765 -0.456930 -0.436004 -2.368 -0.775 2.395 0.67
O 3.071307 0.334960 -1.105332 1.769 1.403 -1.868 -0.38
O 2.820298 -1.609265 -0.254144 0.236 -0.609 -0.054 -0.39
H 1.592706 -1.567124 1.428379 -1.278 -0.141 0.971 0.25
H 0.432197 -0.217638 2.198657 1.345 -0.256 -0.383 0.25
H -0.281185 -1.238863 1.015975 2.290 0.147 0.018 0.20
H 1.256324 1.405235 -1.779809 0.337 -0.685 -0.140 0.41
H 0.891938 2.869606 -1.109309 -0.262 0.626 0.411 0.40
```
Positions in Å, forces in eV/Å.

The records above yield max |F| values of 0.0721, 0.0584, 0.0672 Eh/bohr, respectively.
The records above yield energy relative to the best compared isomer or geometry (same formula, charge and spin) values of 13.33, 0.00, 73.86 kcal per mole, respectively.